ORCA calculation (the ωB97M-V functional and the def2-TZVPD basis) on 4 unconnected molecules or ions with the total composition C2H13NO4.

SMILES: CNCO.O.O.O
E_HOMO: -10.10 eV
F_max: 0.94 eV/Å
Lowest unoccupied orbital energy: 0.4661 eV
Charge: 0

Last column: Löwdin charge in e.
Positions of all 20 atoms, in Å:
C  -1.511  -0.147  -0.723  -0.10
N  -0.332  -0.560  -1.490  -0.11
C  0.668  -1.202  -0.701  -0.31
O  0.111  -2.333  0.018  -0.07
H  -1.149  0.475  0.101  0.06
H  -2.165  0.514  -1.295  0.08
H  -2.123  -0.961  -0.340  0.08
H  -0.623  -1.190  -2.230  0.12
H  1.080  -0.524  0.059  0.11
H  1.489  -1.465  -1.371  0.13
H  0.883  -2.725  0.438  0.08
O  -0.071  2.430  1.627  -0.09
H  0.302  2.437  0.727  0.00
H  0.279  1.619  2.057  0.01
O  0.052  -0.346  2.637  -0.05
H  -0.236  -0.959  1.934  0.03
H  -0.234  -0.770  3.440  0.04
O  1.297  2.116  -1.314  -0.04
H  1.455  2.305  -2.237  0.04
H  0.829  1.286  -1.337  -0.02